Version i
This record from OMol25 describes one molecule with the formula C6H8N2. The level of theory is ωB97M-V/def2-TZVPD.

Geometry as ORCA input:
```
! RIJCOSX wB97M-V def2-TZVPD def2/J DEFGRID3
* xyz 0 1
C 2.74179 -0.85728 -0.32985
C 1.61400 -0.43784 -0.24266
C 0.24799 0.00372 -0.12992
C 0.20519 1.48170 0.07802
C -0.55672 -0.75471 0.88230
C -1.95712 -0.66245 0.25589
N -1.89985 -0.49044 -0.97461
N -0.48801 -0.41006 -1.36739
H 3.72709 -1.22588 -0.12754
H 0.64412 2.06445 -0.84885
H -0.89164 1.73807 0.17942
H 0.65119 2.05570 0.99135
H -0.25864 -1.83391 0.88846
H -0.46033 -0.42585 1.89728
H -2.87779 -0.62757 0.86642
H -0.44129 0.38235 -2.01831
*
```

Output
Orbital gap ... 10.29 eV
HOMO level ... -9.401 eV
SMILES ... C#C[C@]1(C)CC=NN1
LUMO ... 0.033 Ha

Here are the Löwdin charges for atoms 1 to 6, given in e: C 0.1356; C -0.0935; C -0.6123; C -0.0623; C -0.1044; C -0.1714



Version ii
This record from OMol25 describes C6H8N2 as an isolated structure. The level of theory is ωB97M-V/def2-TZVPD.

Geometry as ORCA input:
```
! RIJCOSX wB97M-V def2-TZVPD def2/J DEFGRID3
* xyz 0 1
C -0.17540 0.05477 -2.46257
C 0.18391 -0.38686 -1.07139
C 0.82875 0.59562 -0.20049
C 0.82244 -0.09078 1.34356
C -0.53359 -0.75038 1.11971
C -0.99116 -0.26895 -0.28304
H 0.92735 -1.22654 -1.23399
H 1.67441 1.22662 -0.57328
H 1.85358 -0.54896 1.59707
H 0.21056 0.88555 2.08800
H -1.13464 -0.34734 1.97080
H -0.18559 -1.73443 1.11400
H -2.15238 -0.68765 -0.68193
H -0.69236 1.56505 0.80688
N -0.01644 0.57361 -3.47981
N -0.61944 1.14067 -0.05350
*
```

Output
Orbital gap ... 9.99 eV
HOMO level ... -9.397 eV
LUMO ... 0.022 Ha

Here are the Löwdin charges for atoms 1 to 6, given in e: C -0.1621; C -0.3384; C -0.1778; C -0.0827; C -0.2195; C -0.3003



The winner here is version i, beating the second structure by 0.0871 hartree.